(1)
{
  "formula": "C18H21BaF5N7S2",
  "method": "ωB97M-V with the def2-TZVPD basis set",
  "symbols": ["Ba", "S", "S", "F", "F", "F", "F", "F", "N", "N", "N", "N", "N", "N", "N", "C", "C", "C", "C", "C", "C", "C", "C", "C", "C", "C", "C", "C", "C", "C", "C", "C", "C", "H", "H", "H", "H", "H", "H", "H", "H", "H", "H", "H", "H", "H", "H", "H", "H", "H", "H", "H", "H", "H"],
  "xyz": [[-0.32300, -0.64468, 0.49615], [-3.33426, -0.26234, -0.39514], [-1.45114, -5.54020, -0.67894], [-0.27059, 6.25432, 1.04997], [-0.42059, 4.46498, 3.09224], [-0.11875, 5.38630, -1.51445], [-0.08656, 2.74971, -2.05953], [-0.39657, 1.79405, 2.55800], [-3.04596, -3.65640, -1.83115], [-3.15786, 2.21771, -1.45866], [2.78128, 1.01366, -0.30287], [-1.29911, -3.01608, -0.43296], [-4.07304, 2.16896, 0.50935], [-0.27838, -3.53321, 0.32930], [2.37334, -0.24833, -0.03887], [-0.21056, -4.81891, 0.30914], [-0.16931, 3.13039, -0.75256], [3.46935, -0.99800, -0.13466], [4.57708, -0.20311, -0.46350], [-3.89809, 3.59979, 0.25545], [-2.00789, -3.93724, -1.02551], [0.16350, -6.60869, 2.04152], [-0.32282, 2.68974, 1.50620], [0.79783, -5.63049, 1.05279], [-0.25591, 4.94870, 0.79292], [-0.24256, 2.17844, 0.23446], [3.42354, -2.47058, 0.11427], [-0.33605, 4.03272, 1.83319], [-3.56113, 3.60650, -1.24515], [-3.52109, 1.42522, -0.45296], [4.77304, 2.37428, -0.88867], [4.09667, 1.08800, -0.56258], [-0.17298, 4.49749, -0.51597], [2.56003, -2.92766, -0.37109], [4.32209, -2.94769, -0.27125], [-4.43265, 3.84716, -1.85629], [1.41629, -6.17276, 0.33361], [4.67386, 3.08850, -0.07060], [-3.07160, 3.98702, 0.85340], [-2.75343, 4.29421, -1.48700], [-4.28636, 1.77352, 1.40818], [5.83215, 2.20324, -1.06324], [3.36546, -2.68523, 1.18311], [-3.66676, -4.37757, -2.14915], [2.09954, 1.76026, -0.28321], [-3.36883, -2.69989, -1.86122], [4.34768, 2.82405, -1.78637], [-4.80184, 4.15893, 0.48305], [0.93745, -7.15349, 2.57886], [-0.45322, -6.08257, 2.77014], [-0.46371, -7.34115, 1.53188], [1.44829, -4.92380, 1.56886], [-2.79898, 1.84866, -2.32082], [5.59310, -0.52644, -0.61163]],
  "spin_multiplicity": 1,
  "charge": 1,
  "orbital_gap_ha": 0.32670,
  "homo_ev": -11.344
}



(2)
{
  "formula": "C2H2IN3O",
  "method": "ωB97M-V with the def2-TZVPD basis set",
  "symbols": ["I", "O", "N", "N", "N", "C", "C", "H", "H"],
  "xyz": [[1.16352, -2.44487, 2.17252], [-0.13643, 1.66563, -0.24335], [1.25926, -1.45671, 0.37345], [-0.58687, -1.80167, -0.30024], [1.18317, -0.11020, 0.34788], [0.08588, 0.50189, -0.06547], [-0.90018, -0.64193, -0.34008], [-1.89766, -0.22246, -0.48552], [1.96276, 0.62317, 0.45591]],
  "spin_multiplicity": 1,
  "orbital_gap_ha": [0.29821, 0.29829],
  "homo_ev": [-9.184, -9.185]
}